3 unconnected molecules or ions with the total composition C8H16N2O3 at a distorted geometry. Source: the OMol25 dataset; level of theory: the ωB97M-V functional and the def2-TZVPD basis.

Output
gap between HOMO and LUMO = 0.368 hartree
energy above the lowest of the compared OMol25 structures with the same formula, charge and spin = 7.999 eV
SMILES = C#[N+][O-].C/N=C/OC.CC(C)C=O
net charge = 0
maximum force = 5.7 eV/A
calculated total energy = -649.4249 a.u.
spin multiplicity = 1

Geometry (Å):
C1 3.7801 1.6634 -0.6955
N1 4.2746 1.6834 0.3623
O1 5.0376 1.9500 1.2417
H1 3.0847 1.1086 -1.2957
C2 -1.5891 1.8356 -1.9970
N2 -2.2385 1.4376 -0.7673
C3 -2.7532 2.1868 0.0840
O2 -3.3958 1.7416 1.1437
C4 -3.1477 0.3791 1.4870
H2 -0.4770 1.7439 -1.6735
H3 -1.9839 1.2156 -2.7049
H4 -1.9870 2.9051 -2.1269
H5 -2.8257 3.2675 -0.0640
H6 -3.8994 -0.1648 1.0370
H7 -3.4433 0.1673 2.4858
H8 -2.1596 0.1629 1.3027
C5 0.6543 -1.2905 1.4372
C6 1.4704 -1.4793 0.1907
C7 1.5438 -2.9826 -0.1342
C8 0.8624 -0.9694 -1.0510
O3 1.3090 -0.0803 -1.7921
H9 1.0076 -1.8301 2.2286
H10 -0.2633 -1.7453 1.3261
H11 0.3281 -0.2286 1.5972
H12 2.3611 -0.9123 0.2277
H13 1.7593 -3.6289 0.6377
H14 2.1350 -3.2972 -0.8812
H15 0.5975 -3.3860 -0.3238
H16 -0.0422 -1.4532 -1.2825